A molecular structure, C11H14AsCl2CsF6N3O3P, computed with ωB97M-V/def2-TZVPD.

Output
HOMO energy (alpha / beta) ... -0.400 / -0.457 Eh
Lowest unoccupied orbital energy (alpha / beta) ... -2.92 / -4.82 eV
Multiplicity ... 2
Net charge ... +1
Maximum force ... 0.1 eV/A

Cartesian coordinates (Å):
Cs1 0.87 -0.84 -1.71
Cl1 -4.06 0.09 -4.58
C1 -4.12 -0.92 -3.21
C2 -5.32 -1.46 -2.80
C3 -5.37 -2.28 -1.69
Cl2 -6.88 -2.92 -1.22
C4 -4.19 -2.62 -0.93
C5 -4.21 -3.45 0.19
C6 -3.03 -3.71 0.85
C7 -1.86 -3.13 0.36
N1 -1.81 -2.34 -0.69
C8 -2.96 -2.08 -1.34
C9 -2.87 -1.20 -2.52
O1 -1.80 -0.72 -2.90
H1 -6.23 -1.23 -3.34
H2 -5.14 -3.88 0.53
H3 -3.00 -4.35 1.71
H4 -0.91 -3.33 0.86
N2 2.66 3.30 -0.31
C10 1.72 3.83 0.73
P1 0.65 2.45 1.36
O2 0.92 1.34 0.36
O3 -0.67 3.01 1.69
C11 1.40 1.82 2.93
N3 2.30 0.65 2.64
H5 2.89 3.97 -1.04
H6 2.21 2.46 -0.72
H7 3.52 2.93 0.09
H8 1.05 4.54 0.26
H9 2.29 4.35 1.50
H10 0.57 1.47 3.53
H11 1.95 2.56 3.50
H12 3.23 0.95 2.34
H13 1.93 0.17 1.80
H14 2.39 0.00 3.41
F1 3.21 -0.79 0.42
As1 4.61 0.04 -0.27
F2 4.83 -1.24 -1.37
F3 3.49 0.84 -1.37
F4 5.88 0.98 -0.90
F5 4.25 1.40 0.89
F6 5.59 -0.65 0.95

Atomic partial charges in e from the natural (NBO) method, atoms 1 to 5: number 1, Cs, carries 0.983; number 2, Cl, carries 0.109; number 3, C, carries -0.052; number 4, C, carries -0.256; number 5, C, carries 0.048

---

9 unconnected molecules or ions with the total composition C42H87B2F8N12O4 at a distorted geometry, computed with ωB97M-V/def2-TZVPD.

Output
HOMO energy ... -0.512 Eh
Lowest unoccupied orbital energy ... -7.86 eV
Net charge ... +5
Maximum force ... 6.6 eV/A

Cartesian coordinates (Å):
C1 14.02 -1.68 -17.12
C2 15.55 -1.75 -17.50
N1 16.41 -0.89 -16.77
C3 16.26 -0.39 -15.55
C4 17.35 0.42 -15.25
N2 18.25 0.44 -16.25
C5 17.62 -0.36 -17.29
C6 19.47 1.21 -16.37
H1 13.85 -2.39 -16.31
H2 13.39 -2.10 -17.91
H3 13.76 -0.62 -17.08
H4 15.82 -1.77 -18.56
H5 15.94 -2.72 -17.20
H6 15.42 -0.72 -14.96
H7 17.53 0.95 -14.33
H8 18.03 -0.52 -18.28
H9 19.29 2.27 -16.57
H10 19.99 0.79 -17.23
H11 19.94 1.02 -15.40
C7 7.05 5.29 -24.73
C8 5.83 4.59 -25.32
N3 5.63 3.33 -24.65
C9 6.03 2.08 -25.05
C10 5.61 1.14 -24.11
N4 4.86 1.83 -23.14
C11 4.96 3.16 -23.49
C12 4.14 1.31 -21.95
H12 6.95 5.51 -23.67
H13 7.32 6.24 -25.17
H14 7.82 4.53 -24.84
H15 6.02 4.35 -26.37
H16 4.96 5.23 -25.17
H17 6.65 1.89 -25.91
H18 5.73 0.07 -24.07
H19 4.57 3.99 -22.92
H20 3.08 1.52 -22.15
H21 4.59 1.76 -21.07
H22 4.23 0.24 -21.78
C13 8.99 4.96 -3.48
C14 9.19 6.13 -4.51
N5 10.03 5.81 -5.70
C15 10.80 6.70 -6.42
C16 11.26 6.04 -7.53
N6 10.76 4.72 -7.47
C17 9.97 4.66 -6.40
C18 10.95 3.67 -8.40
H23 8.41 5.27 -2.61
H24 9.94 4.51 -3.20
H25 8.49 4.11 -3.93
H26 9.67 6.96 -4.00
H27 8.22 6.50 -4.85
H28 11.00 7.69 -6.01
H29 11.92 6.37 -8.32
H30 9.36 3.79 -6.18
H31 11.91 3.26 -8.07
H32 11.12 4.16 -9.35
H33 10.23 2.85 -8.41
C19 14.91 1.88 -22.59
C20 14.59 3.33 -22.97
N7 13.56 3.74 -21.98
C21 12.27 3.28 -22.00
C22 11.70 3.61 -20.78
N8 12.61 4.43 -20.06
C23 13.72 4.53 -20.83
C24 12.47 4.99 -18.68
H34 15.80 1.54 -23.12
H35 14.13 1.17 -22.83
H36 15.15 1.72 -21.53
H37 14.17 3.36 -23.98
H38 15.34 4.12 -22.93
H39 11.97 2.73 -22.88
H40 10.76 3.29 -20.36
H41 14.64 5.02 -20.56
H42 12.74 4.25 -17.93
H43 11.40 5.18 -18.63
H44 13.06 5.91 -18.64
C25 4.18 10.77 -9.18
C26 4.35 9.25 -9.03
N9 4.17 8.55 -10.34
C27 4.95 8.77 -11.46
C28 4.39 8.00 -12.50
N10 3.26 7.33 -11.99
C29 3.21 7.63 -10.64
C30 2.29 6.54 -12.75
H45 3.30 10.96 -9.79
H46 5.01 11.17 -9.75
H47 4.10 11.26 -8.21
H48 3.76 8.83 -8.21
H49 5.40 9.07 -8.84
H50 5.79 9.44 -11.49
H51 4.63 7.81 -13.54
H52 2.46 7.20 -9.99
H53 1.59 7.26 -13.16
H54 1.62 5.91 -12.16
H55 2.77 5.95 -13.53
C31 1.18 -11.61 -21.52
O1 1.85 -11.23 -20.33
C32 1.73 -9.80 -20.19
C33 2.38 -9.25 -18.93
N11 1.60 -9.72 -17.66
H56 0.68 -9.29 -17.63
H57 1.63 -10.73 -17.67
C34 2.10 -9.24 -16.34
C35 2.66 -7.79 -16.33
O2 4.07 -7.79 -16.67
C36 4.73 -6.60 -16.76
H58 1.72 -11.17 -22.36
H59 0.11 -11.42 -21.62
H60 1.43 -12.67 -21.51
H61 0.69 -9.46 -20.18
H62 2.19 -9.32 -21.05
H63 2.50 -8.16 -18.91
H64 3.37 -9.64 -18.71
H65 2.78 -10.06 -16.10
H66 1.19 -9.35 -15.75
H67 2.57 -7.39 -15.32
H68 2.01 -7.10 -16.87
H69 4.31 -5.88 -17.46
H70 5.76 -6.75 -17.09
H71 4.92 -6.27 -15.74
C37 5.93 -1.97 -3.17
O3 5.44 -2.00 -4.49
C38 5.70 -3.27 -5.25
C39 4.99 -3.07 -6.61
N12 5.48 -1.76 -7.21
H72 5.16 -1.06 -6.56
H73 6.49 -1.87 -7.16
C40 4.91 -1.27 -8.59
C41 3.44 -1.56 -8.90
O4 3.18 -3.00 -8.77
C42 1.83 -3.24 -9.19
H74 5.81 -0.94 -2.82
H75 6.99 -2.17 -3.08
H76 5.43 -2.72 -2.55
H77 5.17 -4.10 -4.79
H78 6.74 -3.60 -5.31
H79 3.93 -2.84 -6.49
H80 5.18 -3.82 -7.38
H81 5.55 -1.75 -9.33
H82 5.06 -0.19 -8.60
H83 3.14 -1.05 -9.82
H84 2.70 -1.14 -8.21
H85 1.56 -4.29 -9.22
H86 1.88 -3.04 -10.26
H87 1.01 -2.73 -8.68
B1 6.99 1.35 -15.50
F1 5.87 0.96 -14.82
F2 6.62 2.36 -16.30
F3 7.93 1.74 -14.59
F4 7.49 0.42 -16.31
B2 2.62 7.95 -19.60
F5 2.44 8.96 -18.63
F6 1.69 6.93 -19.49
F7 2.45 8.52 -20.80
F8 3.87 7.43 -19.48

Atomic partial charges in e from the Löwdin method, atoms 1 to 5: number 1, C, carries -0.033; number 2, C, carries -0.169; number 3, N, carries -0.081; number 4, C, carries -0.022; number 5, C, carries -0.029

---

2 unconnected molecules or ions with the total composition C6H10S at a distorted geometry, computed with ωB97M-V/def2-TZVPD.

Output
HOMO energy ... -0.289 Eh
Lowest unoccupied orbital energy ... 0.37 eV
Maximum force ... 3.9 eV/A

Cartesian coordinates (Å):
C1 2.21 -0.32 0.76
C2 1.18 -1.11 0.93
C3 -1.07 1.42 1.16
C4 -0.49 1.47 -0.20
C5 -0.72 0.18 0.50
C6 -0.85 -1.37 -1.67
S1 -1.84 -0.90 -0.24
H1 3.21 -0.60 1.22
H2 2.22 0.69 0.31
H3 1.29 -2.16 1.12
H4 -0.54 1.62 2.03
H5 -2.04 1.79 1.14
H6 -1.14 1.77 -1.11
H7 0.55 1.90 -0.28
H8 -0.52 -0.40 -2.25
H9 -1.52 -2.03 -2.26
H10 0.04 -1.93 -1.17

Atomic partial charges in e from the natural (NBO) method, atoms 1 to 5: number 1, C, carries -0.480; number 2, C, carries -0.155; number 3, C, carries -0.465; number 4, C, carries -0.471; number 5, C, carries -0.138

---

C25H27ClN4O2 in the gas phase, computed with ωB97M-V/def2-TZVPD.

Output
HOMO energy ... -0.294 Eh
SMILES ... COc1ccc(-n2cc(CNC[C@@H]3CC(=O)N(C4CC4)C3)c(-c3ccccc3Cl)n2)cc1
Lowest unoccupied orbital energy ... 0.74 eV
Maximum force ... 1.0 eV/A

Cartesian coordinates (Å):
C1 9.51 0.01 -0.11
O1 8.50 1.00 -0.12
C2 7.20 0.61 -0.01
C3 6.77 -0.70 0.12
C4 5.42 -0.99 0.22
C5 4.48 0.04 0.20
N1 3.11 -0.21 0.31
C6 2.48 -1.39 0.55
C7 1.13 -1.13 0.59
C8 -0.01 -2.08 0.75
N2 -0.63 -2.35 -0.55
C9 -2.05 -2.60 -0.51
C10 -2.92 -1.36 -0.18
C11 -3.47 -1.28 1.25
C12 -4.70 -0.38 1.10
O2 -5.25 0.23 1.99
N3 -5.05 -0.40 -0.20
C13 -6.17 0.26 -0.78
C14 -5.92 1.44 -1.68
C15 -6.52 1.64 -0.33
C16 -4.20 -1.25 -1.01
C17 1.04 0.27 0.35
C18 -0.19 1.07 0.26
C19 -0.57 1.64 -0.95
C20 -1.75 2.36 -1.06
C21 -2.56 2.53 0.05
C22 -2.18 1.99 1.28
C23 -1.00 1.28 1.37
Cl1 -0.52 0.65 2.92
N4 2.24 0.79 0.18
C24 4.92 1.36 0.07
C25 6.26 1.64 -0.03
H1 10.45 0.55 -0.21
H2 9.40 -0.69 -0.95
H3 9.51 -0.55 0.83
H4 7.47 -1.52 0.13
H5 5.11 -2.02 0.31
H6 2.99 -2.31 0.70
H7 -0.73 -1.67 1.46
H8 0.36 -3.04 1.14
H9 -0.44 -1.58 -1.19
H10 -2.24 -3.40 0.20
H11 -2.33 -2.96 -1.51
H12 -2.32 -0.46 -0.37
H13 -3.81 -2.26 1.60
H14 -2.78 -0.87 1.98
H15 -6.98 -0.41 -1.05
H16 -4.89 1.74 -1.83
H17 -6.54 1.56 -2.56
H18 -7.57 1.90 -0.26
H19 -5.92 2.08 0.45
H20 -4.67 -2.24 -1.16
H21 -4.03 -0.80 -1.99
H22 0.07 1.50 -1.81
H23 -2.03 2.78 -2.01
H24 -3.48 3.09 -0.02
H25 -2.81 2.13 2.15
H26 4.18 2.14 0.06
H27 6.60 2.65 -0.14

Atomic partial charges in e from the natural (NBO) method, atoms 1 to 5: number 1, C, carries -0.252; number 2, O, carries -0.490; number 3, C, carries 0.283; number 4, C, carries -0.255; number 5, C, carries -0.219

---

CH4NO3P in the gas phase at a distorted geometry, computed with ωB97M-V/def2-TZVPD.

Output
HOMO energy (alpha / beta) ... -0.307 / -0.307 Eh
SMILES ... [O-][N@+]1(O)CP1O
Lowest unoccupied orbital energy (alpha / beta) ... -0.18 / -0.18 eV
Maximum force ... 6.4 eV/A

Cartesian coordinates (Å):
O1 1.32 1.47 0.17
N1 0.67 0.44 0.07
O2 1.41 -0.73 0.68
C1 0.01 0.12 -1.09
P1 -1.32 0.71 0.06
O3 -1.84 -0.82 0.54
H1 1.91 -0.30 1.28
H2 0.12 0.82 -2.00
H3 -0.29 -1.00 -1.15
H4 -1.99 -0.70 1.42

Atomic partial charges in e from the natural (NBO) method, atoms 1 to 5: number 1, O, carries -0.561; number 2, N, carries 0.174; number 3, O, carries -0.584; number 4, C, carries -0.544; number 5, P, carries 0.973

---

2 unconnected molecules or ions with the total composition CH4N2O at a distorted geometry, computed with ωB97M-V/def2-TZVPD.

Output
HOMO energy ... -0.362 Eh
SMILES ... C#[N+][O-].N
Lowest unoccupied orbital energy ... 0.75 eV
Maximum force ... 2.6 eV/A

Cartesian coordinates (Å):
C1 0.34 -1.32 -1.30
N1 1.20 -0.70 -0.83
O1 1.88 0.23 -0.58
H1 -0.44 -2.02 -1.69
N2 -0.96 0.90 1.22
H2 -0.10 0.99 1.75
H3 -0.99 1.81 0.83
H4 -0.93 0.11 0.60

Atomic partial charges in e from the natural (NBO) method, atoms 1 to 5: number 1, C, carries -0.074; number 2, N, carries 0.198; number 3, O, carries -0.396; number 4, H, carries 0.272; number 5, N, carries -1.084

---

A molecular structure, C25H26AgP2, computed with ωB97M-V/def2-TZVPD.

Output
HOMO energy ... -0.066 Eh
Lowest unoccupied orbital energy ... 2.39 eV
Net charge ... -1
Maximum force ... 0.5 eV/A

Cartesian coordinates (Å):
Ag1 -0.90 -0.11 -0.78
C1 3.58 0.28 0.85
P1 1.75 0.36 0.57
C2 1.23 1.13 2.13
C3 1.75 1.75 -0.64
C4 2.04 3.05 -0.24
C5 2.04 4.10 -1.14
C6 1.78 3.86 -2.47
C7 1.49 2.57 -2.90
C8 1.46 1.50 -2.00
P2 0.82 -0.15 -2.49
C9 0.57 0.00 -4.29
C10 2.30 -1.23 -2.42
H1 4.00 1.25 1.13
H2 4.08 -0.07 -0.06
H3 3.78 -0.43 1.65
H4 1.80 2.02 2.42
H5 1.35 0.38 2.92
H6 0.17 1.38 2.08
H7 2.23 3.25 0.81
H8 2.23 5.11 -0.78
H9 1.77 4.67 -3.19
H10 1.27 2.41 -3.94
H11 1.43 0.41 -4.80
H12 -0.31 0.61 -4.49
H13 0.38 -1.00 -4.68
H14 3.18 -0.71 -2.80
H15 2.13 -2.13 -3.02
H16 2.47 -1.52 -1.39
C11 -2.12 0.80 0.57
C12 -2.10 1.46 1.62
C13 -2.10 2.25 2.78
C14 -2.76 1.74 3.96
C15 -3.14 2.53 5.07
C16 -3.79 1.99 6.17
C17 -4.09 0.63 6.24
C18 -3.75 -0.16 5.14
C19 -3.11 0.37 4.04
C20 -1.33 3.47 2.71
C21 -0.95 3.99 1.45
C22 -0.12 5.09 1.32
C23 0.39 5.75 2.44
C24 0.04 5.25 3.69
C25 -0.79 4.15 3.83
H17 -2.98 3.60 5.04
H18 -4.07 2.65 6.98
H19 -4.59 0.21 7.10
H20 -3.99 -1.22 5.15
H21 -2.87 -0.27 3.20
H22 -1.31 3.50 0.56
H23 0.12 5.45 0.33
H24 1.03 6.62 2.34
H25 0.43 5.71 4.59
H26 -0.97 3.77 4.83

Atomic partial charges in e from the natural (NBO) method, atoms 1 to 5: number 1, Ag, carries 0.562; number 2, C, carries -0.931; number 3, P, carries 0.777; number 4, C, carries -0.962; number 5, C, carries -0.206

---

A molecular structure, C6H8OS at a distorted geometry, computed with ωB97M-V/def2-TZVPD.

Output
HOMO energy ... -0.338 Eh
Lowest unoccupied orbital energy ... -1.95 eV
Maximum force ... 9.4 eV/A

Cartesian coordinates (Å):
C1 -2.39 -0.26 -0.20
C2 -1.34 0.97 -0.20
C3 0.01 0.44 -0.87
C4 1.12 -0.08 -0.50
C5 1.47 -0.25 0.92
C6 2.94 -0.44 1.04
H1 -3.42 -0.28 0.24
H2 -2.66 -0.65 -1.32
H3 -1.76 -1.02 0.34
H4 -1.39 1.38 0.80
H5 -1.75 1.81 -0.95
H6 -0.12 0.48 -1.95
H7 1.89 -0.56 -1.37
H8 3.46 -1.44 1.87
O1 3.59 0.21 -0.02
S1 0.36 -0.31 2.17

Atomic partial charges in e from the natural (NBO) method, atoms 1 to 5: number 1, C, carries -0.628; number 2, C, carries -0.442; number 3, C, carries -0.077; number 4, C, carries -0.293; number 5, C, carries -0.218

---

Which of these has the lowest maximum force?
C11H14AsCl2CsF6N3O3P